No. 1
Entry from the Open Molecules 2025 dataset: a structure of composition C58H147B2F6HgN14O25S2 at a distorted geometry (ωB97M-V/def2-TZVPD).

LUMO = -3.825 eV
strongest force on any atom = 8.4 eV/A

```
! wB97M-V def2-TZVPD RIJCOSX def2/J DEFGRID3
* xyz -1 1
Hg -0.1495 3.5918 -3.6454
O 1.4945 7.7027 1.1287
C 0.7072 8.5825 0.7726
O 0.6029 9.8180 1.0991
B -0.6606 10.3809 0.5401
O -1.2860 9.2477 -0.2049
C -0.5558 8.1896 -0.0970
O -0.7132 7.1100 -0.6548
O -0.4046 11.5607 -0.2872
C -0.8891 12.6386 0.2932
O -0.7433 13.8279 -0.0359
C -1.6242 12.1690 1.5533
O -1.5737 10.8152 1.5798
O -2.2061 12.9373 2.3518
C 0.0081 -2.0827 -3.3298
F -0.6979 -2.4449 -2.2681
F 0.6514 -3.1598 -3.6946
F -0.7646 -1.7090 -4.3000
S 1.2268 -0.6111 -2.9132
O 2.3798 -1.2480 -2.2400
O 1.5823 -0.0638 -4.2387
N 0.3234 0.6234 -2.0416
S 0.7479 0.2084 -0.6522
O 0.3259 -1.1885 -0.2972
O 2.1127 0.6480 -0.2797
C -0.3877 1.2267 0.5443
F 0.3384 1.8885 1.3699
F -1.1649 2.0366 -0.1751
F -1.2375 0.4612 1.2255
B 3.1773 3.8592 -3.5515
H 3.8442 4.7074 -3.5589
H 2.4795 4.1018 -2.7650
H 2.6647 3.6980 -4.4871
H 3.6579 2.9410 -3.2512
C -1.5356 -2.8261 10.2131
C -1.8631 -1.3243 9.9857
C -3.1052 -1.0569 9.1573
O -3.0178 -1.5577 7.8759
C -4.0214 -1.0545 6.9961
N -2.1160 -0.8100 11.3582
H -1.2466 -3.2562 9.2542
H -2.4249 -3.4065 10.4589
H -0.7559 -3.0730 10.9337
H -1.0410 -0.7822 9.5186
H -3.3418 0.0072 9.1592
H -3.9431 -1.4279 9.7476
H -3.6273 -0.1801 6.4782
H -4.9922 -0.8703 7.4560
H -4.3359 -1.8369 6.3054
H -1.3180 -0.9685 11.9567
H -2.0918 0.1997 11.3541
C 9.4810 0.6968 5.4696
C 8.7593 1.7244 6.3048
C 7.2958 1.2968 6.6514
O 6.4411 1.6720 5.5595
C 5.0717 1.7087 5.8146
N 9.5580 1.9876 7.5337
H 9.2831 -0.2493 5.9732
H 10.5409 0.9405 5.3957
H 9.0450 0.5384 4.4832
H 8.6109 2.6485 5.7461
H 6.9449 1.9390 7.4592
H 7.1967 0.2738 7.0143
H 4.7540 2.5134 6.4776
H 4.7897 0.7496 6.2491
H 4.5076 1.8692 4.8959
H 9.5996 1.1354 8.0741
H 10.4855 2.2170 7.2063
C -5.9035 -0.2440 0.1139
C -6.7692 0.9867 -0.0148
C -7.4979 1.1685 1.2642
O -8.4158 2.3045 1.2040
C -9.2938 2.3826 2.3249
N -5.8832 2.1450 -0.2233
H -5.2236 -0.3254 -0.7342
H -6.5368 -1.1311 0.1144
H -5.3419 -0.3329 1.0438
H -7.4796 0.8199 -0.8244
H -6.7828 1.3337 2.0700
H -8.0707 0.2781 1.5236
H -9.8097 3.3422 2.2912
H -8.7928 2.3270 3.2913
H -10.1174 1.6688 2.3061
H -6.3739 3.0266 -0.2676
H -5.3226 2.2553 0.6096
C 7.5420 -1.7677 -2.9299
C 7.2865 -0.3217 -3.3085
C 6.8202 -0.1370 -4.7891
O 6.6907 1.2917 -5.0200
C 6.2485 1.5338 -6.3532
N 6.4587 0.3777 -2.3052
H 8.0542 -2.2012 -3.7889
H 6.6551 -2.3709 -2.7357
H 8.2933 -1.9255 -2.1562
H 8.2547 0.1747 -3.3749
H 5.8940 -0.6878 -4.9529
H 7.5762 -0.6379 -5.3938
H 5.3470 0.9736 -6.6015
H 7.0435 1.3365 -7.0723
H 5.9907 2.5864 -6.4705
H 5.6343 -0.2046 -2.3432
H 6.7411 0.1235 -1.3694
C 2.1114 3.5887 11.0313
C 0.7100 4.2957 10.7806
C 0.3083 4.1381 9.3325
O 1.2605 4.7511 8.4224
C 0.6982 5.1516 7.1888
N -0.2489 3.6427 11.6535
H 2.0614 2.5634 10.6645
H 2.3634 3.5241 12.0898
H 2.8831 4.0895 10.4467
H 0.7328 5.3703 10.9617
H -0.6576 4.5836 9.0944
H 0.1445 3.0837 9.1098
H 0.8060 4.3137 6.5002
H 1.4258 5.8865 6.8443
H -0.2752 5.6310 7.0859
H 0.0917 3.9575 12.5508
H -1.1403 4.1019 11.5326
C 1.4413 -9.2064 -7.6807
C 1.0355 -8.0517 -8.5930
C 1.8758 -6.7683 -8.4832
O 1.1783 -5.6951 -9.2614
C 1.9606 -4.4839 -9.1836
N 1.0240 -8.5626 -9.9383
H 1.4818 -8.9258 -6.6282
H 2.4554 -9.5003 -7.9514
H 0.7637 -10.0377 -7.8757
H 0.0213 -7.8155 -8.2711
H 2.8897 -6.8810 -8.8671
H 1.8338 -6.4101 -7.4545
H 3.0094 -4.7136 -9.3716
H 1.8866 -4.1135 -8.1612
H 1.6360 -3.7349 -9.9060
H 0.0759 -8.8092 -10.1843
H 1.2260 -7.7022 -10.4271
C -4.0238 -4.4053 -8.2626
C -4.4174 -4.3420 -9.7140
C -4.5306 -2.8724 -10.2399
O -5.6745 -2.1755 -9.6024
C -5.9018 -0.8567 -10.2082
N -3.3662 -5.0235 -10.4310
H -4.7316 -3.8437 -7.6529
H -2.9845 -4.1669 -8.0369
H -4.1108 -5.4212 -7.8772
H -5.3747 -4.8364 -9.8787
H -4.7552 -2.9219 -11.3054
H -3.5967 -2.3453 -10.0445
H -6.3034 -0.9375 -11.2183
H -5.0715 -0.1507 -10.1915
H -6.6675 -0.4163 -9.5696
H -2.4507 -4.6665 -10.1973
H -3.4134 -4.9244 -11.4350
C 6.6710 5.4668 2.6548
C 7.0344 5.0936 1.2314
C 8.0964 3.9242 1.2255
O 8.4930 3.6574 -0.1080
C 9.5898 2.6151 -0.1149
N 5.8564 4.5653 0.5878
H 7.4570 5.7419 3.3582
H 6.1900 4.6026 3.1129
H 5.9103 6.2473 2.6416
H 7.3889 6.0045 0.7490
H 7.7191 3.0189 1.7009
H 8.9318 4.3638 1.7703
H 9.0837 1.6804 0.1265
H 10.3216 2.7850 0.6749
H 10.0318 2.6335 -1.1111
H 5.0762 5.2048 0.5389
H 5.4699 3.8001 1.1219
C -5.5031 6.2232 2.1441
C -6.6829 7.0841 1.7521
C -6.1601 8.5324 1.5007
O -7.3795 9.3551 1.4420
C -7.1546 10.7355 1.2309
N -7.3245 6.5807 0.5309
H -5.7314 5.1721 2.3206
H -5.0870 6.4934 3.1147
H -4.7820 6.2737 1.3283
H -7.4540 7.0893 2.5224
H -5.5873 8.6465 0.5803
H -5.5467 8.8822 2.3311
H -6.7353 10.8157 0.2280
H -6.6159 11.2120 2.0500
H -8.1237 11.2217 1.1189
H -7.7886 5.7077 0.7374
H -8.1197 7.1869 0.3888
C -4.5346 1.2138 -5.6033
C -3.1123 1.7612 -5.3971
C -2.4880 1.9850 -6.7649
O -1.1072 2.3243 -6.5757
C -0.2907 2.3253 -7.7386
N -3.1083 2.9929 -4.5532
H -5.2203 1.8544 -6.1578
H -4.9656 0.8801 -4.6593
H -4.5475 0.3018 -6.2002
H -2.5170 1.0066 -4.8830
H -2.9422 2.8548 -7.2393
H -2.5254 1.1433 -7.4564
H 0.6997 2.7139 -7.5014
H -0.6754 2.9473 -8.5468
H -0.2135 1.3010 -8.1035
H -3.6417 3.6788 -5.0681
H -3.7877 2.8328 -3.8232
C -8.8425 -7.0472 0.4202
C -8.0628 -8.0977 -0.4571
C -6.6262 -7.5806 -0.7611
O -6.5645 -6.4682 -1.6839
C -5.2379 -6.0924 -2.0955
N -7.9015 -9.3658 0.2754
H -9.8652 -7.4213 0.3742
H -8.9220 -6.0447 -0.0002
H -8.5866 -7.0378 1.4797
H -8.5119 -8.2520 -1.4382
H -6.0546 -8.4134 -1.1708
H -6.1755 -7.4356 0.2207
H -5.3394 -5.4378 -2.9610
H -4.6000 -6.9342 -2.3650
H -4.7942 -5.6107 -1.2242
H -8.8080 -9.7602 0.4822
H -7.4385 -9.1112 1.1362
C 2.3622 -6.6472 -1.0823
C 1.0064 -7.0992 -0.5515
C 0.7168 -8.4895 -0.9439
O -0.5403 -8.8886 -0.5670
C -0.7561 -10.2333 -0.9474
N 1.1363 -6.9320 0.9063
H 3.1848 -7.3386 -0.8998
H 2.6081 -5.6684 -0.6703
H 2.5212 -6.6385 -2.1606
H 0.1908 -6.5484 -1.0200
H 1.4324 -9.1275 -0.4252
H 0.8492 -8.4690 -2.0257
H -0.0867 -11.0355 -0.6370
H -0.6735 -10.2434 -2.0342
H -1.7649 -10.6135 -0.7863
H 1.2219 -5.9558 1.1509
H 0.2360 -7.2716 1.2132
C 6.8926 -3.3824 2.8822
C 5.5822 -2.7151 2.6535
C 4.4959 -3.2408 3.6389
O 3.2107 -2.7851 3.2874
C 2.2672 -2.9439 4.2671
N 5.5558 -1.2936 2.5949
H 7.3815 -3.1494 3.8281
H 7.6273 -3.1338 2.1164
H 6.7908 -4.4608 2.7609
H 5.2029 -3.1361 1.7224
H 4.8352 -2.9099 4.6204
H 4.5524 -4.3289 3.6061
H 1.4440 -2.2388 4.1523
H 2.5800 -2.7301 5.2891
H 1.8633 -3.9499 4.1537
H 5.7926 -0.9968 3.5309
H 4.5797 -1.0351 2.6152
*
```

Atomic partial charges in e from the Löwdin method, atoms 1 to 2: Hg 1.19; O 0.10


No. 2
Entry from the Open Molecules 2025 dataset: a cluster of 5 separate species, C58H35F5NO10S in total at a distorted geometry (ωB97M-V/def2-TZVPD).

LUMO = -4.232 eV
strongest force on any atom = 3.6 eV/A

```
! wB97M-V def2-TZVPD RIJCOSX def2/J DEFGRID3
* xyz 1 1
N 6.3676 -1.0261 -0.1806
S 7.5761 -0.9800 -1.5291
O 6.8317 -0.7789 -2.7182
O 8.2219 -2.2352 -1.4495
C 8.8254 0.3512 -1.1347
F 10.0109 -0.1208 -1.3638
F 8.7224 0.5490 0.1935
C 8.5775 1.7228 -1.8424
F 9.6463 2.4609 -1.6120
F 8.3566 1.6058 -3.1235
F 7.5421 2.2901 -1.2203
H 6.6910 -0.5504 0.6700
H 6.1716 -2.0278 0.0212
H 5.5007 -0.5674 -0.5001
C 3.7511 -7.3076 2.3687
C 3.2944 -8.4122 1.6585
C 3.3432 -8.4231 0.2733
C 3.8386 -7.3236 -0.4106
C 4.2785 -6.2004 0.3058
C 4.2427 -6.2032 1.6954
C 4.7695 -5.0040 -0.4072
O 5.1921 -4.0160 0.1935
C 4.7567 -5.0218 -1.8891
C 5.1428 -3.8700 -2.5292
C 5.1868 -3.8116 -3.9091
C 4.8258 -4.9377 -4.6478
C 4.4168 -6.0994 -4.0026
C 4.3734 -6.1410 -2.6143
C 3.9024 -7.3643 -1.9032
O 3.5753 -8.3522 -2.5196
H 3.7182 -7.3079 3.4495
H 2.9008 -9.2691 2.1879
H 2.9942 -9.2842 -0.2786
H 4.5924 -5.3413 2.2455
H 5.4255 -3.0253 -1.9226
H 5.4969 -2.9038 -4.4097
H 4.8586 -4.9073 -5.7282
H 4.1295 -6.9705 -4.5742
C -0.5724 -0.8578 5.4158
C -1.2230 0.2816 4.9547
C -0.9482 0.7773 3.6918
C -0.0108 0.1422 2.8877
C 0.6574 -0.9946 3.3587
C 0.3650 -1.4952 4.6207
C 1.6872 -1.6746 2.5302
O 2.2657 -2.6657 2.9236
C 2.0026 -1.1024 1.1875
C 2.9913 -1.6945 0.4129
C 3.2790 -1.1797 -0.8435
C 2.5788 -0.0761 -1.3305
C 1.6014 0.5222 -0.5531
C 1.3158 0.0102 0.7064
C 0.2623 0.6748 1.5287
O -0.3541 1.6114 1.0676
H -0.7968 -1.2475 6.3994
H -1.9485 0.7823 5.5816
H -1.4592 1.6581 3.3309
H 0.8723 -2.3802 4.9775
H 3.5324 -2.5521 0.7900
H 4.0440 -1.6444 -1.4535
H 2.7999 0.3177 -2.3150
H 1.0615 1.3829 -0.9235
C -9.1547 6.5064 2.4559
C -8.9309 6.9215 3.7644
C -7.6851 6.7534 4.3437
C -6.6589 6.1593 3.6206
C -6.8898 5.7226 2.3138
C -8.1377 5.9080 1.7326
C -5.8183 5.0419 1.5353
O -6.0180 4.6638 0.3984
C -4.4977 4.8276 2.1916
C -3.5002 4.1477 1.5044
C -2.2647 3.9466 2.0974
C -2.0185 4.4337 3.3782
C -3.0098 5.1108 4.0691
C -4.2545 5.3024 3.4830
C -5.3202 6.0016 4.2536
O -5.1045 6.4260 5.3695
H -10.1268 6.6469 2.0027
H -9.7305 7.3787 4.3314
H -7.5060 7.0794 5.3584
H -8.3094 5.5802 0.7171
H -3.6923 3.7688 0.5096
H -1.4986 3.4084 1.5586
H -1.0504 4.2811 3.8393
H -2.8238 5.4879 5.0651
C -7.7156 2.5318 -3.1219
C -7.2951 2.8482 -1.8342
C -6.0185 2.5144 -1.4174
C -5.1596 1.8520 -2.2856
C -5.5884 1.5163 -3.5742
C -6.8656 1.8675 -3.9901
C -4.6984 0.7723 -4.5088
O -5.0627 0.4867 -5.6293
C -3.3400 0.3830 -4.0296
C -2.5039 -0.3507 -4.8653
C -1.2317 -0.6991 -4.4406
C -0.7937 -0.3125 -3.1779
C -1.6269 0.4064 -2.3397
C -2.9019 0.7541 -2.7587
C -3.7859 1.5161 -1.8304
O -3.3863 1.8503 -0.7332
H -8.7113 2.8021 -3.4470
H -7.9643 3.3593 -1.1556
H -5.6879 2.7672 -0.4198
H -7.1912 1.6180 -4.9900
H -2.8514 -0.6435 -5.8461
H -0.5816 -1.2677 -5.0924
H 0.2009 -0.5737 -2.8404
H -1.2897 0.7049 -1.3550
*
```

Atomic partial charges in e from the Löwdin method, atoms 1 to 2: N 0.16; S 0.78


No. 3
Entry from the Open Molecules 2025 dataset: a cluster of 4 separate species, C58H44F3NO10 in total at a distorted geometry (ωB97M-V/def2-TZVPD).

LUMO = -1.318 eV
SMILES = O=C(O)CCCO[C@H](COCCCC(F)=C(F)F)c1ccncc1.O=C1c2ccccc2C(=O)c2ccccc21.O=C1c2ccccc2C(=O)c2ccccc21.O=C1c2ccccc2C(=O)c2ccccc21
strongest force on any atom = 8.9 eV/A

```
! wB97M-V def2-TZVPD RIJCOSX def2/J DEFGRID3
* xyz 0 1
O 0.5617 0.6013 4.9666
C 1.6344 0.2462 4.2484
O 2.9409 -0.0359 4.9295
C 1.5762 0.0923 2.5980
C 1.7548 1.5227 1.7961
C 3.1417 2.3455 2.2407
O 2.6828 3.6182 2.8099
C 3.3727 3.9716 4.0562
C 2.1654 4.2208 5.1867
O 0.8448 4.4526 4.5743
C 0.7635 5.8653 4.0987
C -0.6463 6.6139 4.4968
C -1.1613 7.5340 3.2282
C -2.7091 7.1477 2.8174
F -3.7023 6.5153 3.7524
C -3.1981 7.4098 1.4124
F -3.5892 6.1892 0.6306
F -3.3036 8.7975 0.8660
C 4.2681 5.3445 3.9784
C 4.5994 6.1894 2.5858
C 5.5138 7.5276 2.4661
N 6.1662 8.0990 3.6786
C 5.8813 7.3989 4.9629
C 5.0037 6.0685 5.2960
H 3.4310 0.8261 5.1081
H 0.4901 -0.3066 2.3557
H 2.3132 -0.7595 2.2036
H 1.8009 1.3230 0.6430
H 0.7772 2.1574 2.0264
H 3.8085 2.4587 1.2852
H 3.6972 1.6315 2.9815
H 4.0550 3.1384 4.5109
H 2.0870 3.1830 5.7715
H 2.4557 5.0273 5.9906
H 1.6892 6.4757 4.5119
H 0.8224 5.7927 2.9103
H -0.3813 7.3850 5.3646
H -1.4425 5.8499 4.8887
H -1.0997 8.6927 3.4828
H -0.5090 7.3894 2.2461
H 4.1179 5.7712 1.5832
H 5.7190 8.0544 1.4144
H 6.3901 7.8966 5.9243
H 4.8703 5.6144 6.3863
O -7.9530 -0.1257 1.0086
C -7.1900 0.4116 0.2153
C -6.8325 -0.2599 -1.0510
C -7.3875 -1.5100 -1.3537
C -7.0859 -2.1324 -2.5659
C -6.2332 -1.5102 -3.4775
C -5.6653 -0.2728 -3.1700
C -5.9606 0.3507 -1.9516
C -5.3412 1.6512 -1.6273
O -4.5329 2.1615 -2.3943
C -5.7136 2.3314 -0.3711
C -5.1593 3.5827 -0.0706
C -5.5310 4.2487 1.0982
C -6.4549 3.6697 1.9677
C -6.9976 2.4161 1.6772
C -6.6220 1.7428 0.5074
H -8.0583 -1.9991 -0.6495
H -7.5213 -3.1010 -2.8015
H -6.0082 -1.9894 -4.4277
H -4.9964 0.2045 -3.8843
H -4.4412 4.0432 -0.7471
H -5.1026 5.2220 1.3278
H -6.7519 4.1931 2.8739
H -7.7159 1.9696 2.3629
O -0.2308 -7.4931 -0.8413
C 0.0751 -6.3579 -0.4980
C 1.4266 -6.0732 0.0258
C 2.3696 -7.1059 0.1099
C 3.6607 -6.8366 0.5661
C 4.0141 -5.5396 0.9373
C 3.0709 -4.5128 0.8710
C 1.7728 -4.7814 0.4202
C 0.7766 -3.6927 0.3704
O 1.0647 -2.5699 0.7685
C -0.5677 -3.9726 -0.1715
C -1.5090 -2.9383 -0.2570
C -2.7711 -3.1856 -0.7991
C -3.0962 -4.4622 -1.2567
C -2.1644 -5.4979 -1.1592
C -0.8987 -5.2538 -0.6103
H 2.1025 -8.1197 -0.1834
H 4.3930 -7.6387 0.6265
H 5.0241 -5.3272 1.2808
H 3.3524 -3.5037 1.1674
H -1.2607 -1.9379 0.0937
H -3.4992 -2.3803 -0.8683
H -4.0765 -4.6527 -1.6881
H -2.4273 -6.4925 -1.5159
O 0.9799 -4.1022 -7.6583
C 1.7001 -4.3220 -6.6923
C 1.3608 -3.7699 -5.3648
C 0.1958 -3.0077 -5.2080
C -0.1524 -2.5164 -3.9490
C 0.6576 -2.7847 -2.8459
C 1.8278 -3.5290 -3.0034
C 2.1834 -4.0173 -4.2665
C 3.4322 -4.7885 -4.4269
O 4.1825 -4.9590 -3.4729
C 3.7613 -5.3569 -5.7490
C 4.9257 -6.1208 -5.9039
C 5.2277 -6.6904 -7.1417
C 4.3707 -6.5002 -8.2253
C 3.2171 -5.7271 -8.0767
C 2.9144 -5.1495 -6.8367
H -0.4442 -2.7990 -6.0635
H -1.0597 -1.9285 -3.8280
H 0.3795 -2.4125 -1.8623
H 2.4580 -3.7301 -2.1386
H 5.5970 -6.2777 -5.0612
H 6.1301 -7.2865 -7.2590
H 4.6011 -6.9521 -9.1876
H 2.5549 -5.5809 -8.9286
*
```

Atomic partial charges in e from the Löwdin method, atoms 1 to 2: O -0.01; C -0.25